Record 1
Computed, not measured: a molecular structure, C36H27Br2ClCrGeN2O, with ωB97M-V/def2-TZVPD.

Values from the calculation:
HOMO-LUMO gap (alpha / beta) (eV): 4.45 / 4.45
Total charge: -1
Multiplicity: 2
LUMO energy (alpha / beta) (eV): 1.67 / 1.66

Positions of all 71 atoms, in Å:
Cr -0.19079 0.28332 0.20035
Cl -5.98146 -2.14242 -2.58791
C -4.75224 -1.42611 -1.57215
C -5.18740 -0.63417 -0.46975
C -4.27257 -0.01868 0.32260
C -2.88298 -0.15173 0.05215
O -2.01989 0.51334 0.66775
C -2.41748 -1.02844 -1.02683
C -1.12125 -1.86255 -0.79613
N -0.33232 -1.61860 0.37324
C 0.85706 -2.30633 0.48267
C 1.02746 -3.66683 0.66209
C 2.32084 -4.19288 0.79808
C 3.43781 -3.39556 0.75501
C 3.30869 -2.00983 0.52377
C 4.38285 -1.10110 0.41434
C 4.11287 0.20441 0.09943
C 2.79347 0.61918 -0.12043
N 1.75895 -0.19022 0.01362
C 2.01204 -1.48507 0.35865
C -3.45249 -1.63359 -1.85165
H -6.24600 -0.51883 -0.28367
H -4.57434 0.62410 1.13910
H -1.13658 -2.88108 -1.18731
H 0.15706 -4.30781 0.73046
H 2.43985 -5.25891 0.95506
H 4.42611 -3.82469 0.87157
H 5.39815 -1.43924 0.58613
H 4.90232 0.93876 0.01416
H 2.57696 1.65674 -0.35727
H -3.15961 -2.23800 -2.69803
Br 0.43571 1.04986 2.47148
C 1.02199 3.91376 0.18203
Br 0.02154 2.58100 -0.80254
H 0.85031 4.85109 -0.34331
H 0.63529 3.91801 1.19652
C -1.03532 -0.60381 -1.57769
Ge -0.41551 -0.57998 -3.42190
C -0.43359 1.31209 -3.98048
C -1.66326 1.93569 -3.75918
C -1.84774 3.28037 -4.03284
C -0.78923 4.03343 -4.52125
C 0.43599 3.42829 -4.75247
C 0.60881 2.07602 -4.49073
C -1.64394 -1.46771 -4.71980
C -2.20840 -0.73151 -5.76108
C -3.11099 -1.30973 -6.64339
C -3.46398 -2.64369 -6.50868
C -2.91094 -3.39451 -5.48152
C -2.01482 -2.80790 -4.60021
C 1.31383 -1.53994 -3.53801
C 1.32089 -2.93148 -3.44612
C 2.50188 -3.65297 -3.52025
C 3.70580 -2.99013 -3.70196
C 3.71830 -1.60742 -3.79017
C 2.53437 -0.89001 -3.69886
H -2.48386 1.35440 -3.34697
H -2.80773 3.74494 -3.84428
H -0.91778 5.09252 -4.70716
H 1.26520 4.01460 -5.12897
H 1.57504 1.62573 -4.68326
H -1.93931 0.31094 -5.87871
H -3.54454 -0.71416 -7.43807
H -4.16360 -3.09905 -7.19857
H -3.18300 -4.43633 -5.36094
H -1.60897 -3.41074 -3.79528
H 0.38858 -3.47071 -3.33209
H 2.48101 -4.73288 -3.43848
H 4.63030 -3.55097 -3.76776
H 4.65686 -1.08413 -3.92354
H 2.56302 0.19048 -3.76690

***

Record 2
Computed, not measured: 12 unconnected molecules or ions with the total composition C38H82O28S9, with ωB97M-V/def2-TZVPD.

Values from the calculation:
HOMO-LUMO gap (eV): 9.86
Total charge: 0
LUMO energy (eV): -0.06

Positions of all 157 atoms, in Å:
O -2.00555 0.54603 -4.36129
S -2.58829 -0.73850 -4.88854
O -1.85736 -1.94527 -4.98426
C -3.94147 -1.18398 -3.78059
C -4.96964 -0.21648 -4.23494
C -5.04455 -0.15748 -5.69941
C -3.68606 -0.29723 -6.34053
H -3.63960 -1.26535 -2.73639
H -4.22148 -2.17448 -4.13920
H -5.91305 -0.36961 -3.71087
H -4.81668 0.79947 -3.87086
H -5.61309 0.72496 -5.99297
H -5.60123 -1.03334 -6.03269
H -3.23265 0.55165 -6.85231
H -3.47323 -1.09863 -7.04803
O 2.27329 5.95427 0.63209
S 2.71200 4.86774 -0.30134
O 1.96888 3.62926 -0.40795
C 2.80805 5.49101 -2.04704
C 4.37796 5.39299 -2.47548
C 5.30710 5.18796 -1.17657
C 4.49066 4.50874 -0.03812
H 2.55158 6.52777 -1.82920
H 2.21171 4.82056 -2.66588
H 4.36359 4.52501 -3.13466
H 4.74922 6.11581 -3.20198
H 5.75746 6.13419 -0.87668
H 6.24026 4.67017 -1.39838
H 4.70639 4.70751 1.01166
H 4.48769 3.42349 -0.13971
O 1.74862 1.62139 -7.76631
S 0.67960 1.53908 -6.81331
O -0.48381 0.81664 -7.12964
C 1.34264 1.20250 -5.01781
C 1.33995 2.65364 -4.35231
C 0.19145 3.34550 -5.02521
C 0.25812 3.22589 -6.58027
H 2.17200 0.49625 -5.05628
H 0.60019 0.58118 -4.51698
H 1.12141 2.72927 -3.28712
H 2.24422 3.23457 -4.53375
H 0.08126 4.37019 -4.67030
H -0.71254 2.83791 -4.68866
H 1.14297 3.78125 -6.89127
H -0.54034 3.53063 -7.25680
O -3.11909 0.25659 1.63749
S -1.82064 -0.35754 1.46563
O -1.51733 -1.59785 2.20307
C -1.38739 -0.73019 -0.34028
C 0.13394 -0.43675 -0.61230
C 0.36858 0.88331 0.10616
C -0.49245 0.94794 1.42860
H -1.91905 -0.03197 -0.98675
H -1.80852 -1.64729 -0.75221
H 0.63900 -1.29038 -0.16025
H 0.57703 -0.54622 -1.60215
H 0.31020 1.72935 -0.57861
H 1.44415 0.92526 0.27789
H -1.04375 1.80392 1.03942
H -0.08475 1.14123 2.42083
O 2.29310 -4.74879 -6.39210
S 2.66693 -4.84283 -5.00321
O 4.08144 -5.07272 -4.61900
C 2.04419 -3.39734 -4.02044
C 1.58728 -3.91699 -2.72161
C 0.82360 -5.29278 -2.87656
C 1.68571 -6.06219 -4.00506
H 1.27196 -2.79240 -4.49565
H 2.91982 -2.74909 -3.98661
H 2.44490 -4.18128 -2.10295
H 0.92097 -3.17218 -2.28641
H -0.12034 -4.99364 -3.33216
H 0.78094 -5.77264 -1.89880
H 0.94749 -6.33471 -4.75928
H 2.30412 -6.83379 -3.54646
O 0.66602 -4.85150 0.86339
S -0.70382 -5.26969 1.31448
O -1.86901 -4.53664 0.90922
C -1.01114 -7.14031 1.31503
C -1.10930 -7.41248 2.72860
C -1.65570 -6.29226 3.63943
C -0.75940 -5.11749 3.18639
H -0.16936 -7.60237 0.79927
H -1.92504 -7.24503 0.73030
H -1.56015 -8.40204 2.80349
H -0.05843 -7.64324 2.90327
H -1.49718 -6.67374 4.64812
H -2.73159 -6.22759 3.47699
H 0.25861 -5.31120 3.52436
H -0.98639 -4.09554 3.49003
O 3.65608 -3.92411 4.86803
S 4.08901 -2.85569 3.95202
O 5.45861 -2.30592 3.93973
C 3.27031 -3.26465 2.35296
C 1.95082 -2.61097 2.30398
C 2.12908 -1.20684 2.98014
C 2.85416 -1.53363 4.31374
H 3.30642 -4.33098 2.12992
H 3.83352 -2.86189 1.51113
H 1.70686 -2.39358 1.26411
H 1.18770 -3.25307 2.74383
H 1.30405 -0.51050 3.13018
H 2.80091 -0.60435 2.36878
H 1.99538 -1.94076 4.84745
H 3.22198 -0.73873 4.96255
O -6.40388 3.47557 4.74288
S -6.36379 4.55495 3.68451
O -6.91902 5.85703 4.06955
O -4.88110 4.51600 2.93886
C -4.69407 3.46509 2.11594
C -6.11120 3.09514 1.69491
O -6.99688 3.96667 2.28188
H -4.24351 3.76363 1.16938
H -4.15961 2.57064 2.43595
H -6.45526 2.18997 2.19529
H -6.30571 2.94995 0.63228
O 3.73049 -0.81465 -0.10561
S 3.92592 0.03519 -1.28360
O 2.90931 0.72507 -2.12241
O 5.08239 1.24660 -1.03465
C 6.09615 1.33324 -2.04734
C 5.72899 0.19959 -3.05480
O 4.96706 -0.65082 -2.27111
H 6.13622 2.32981 -2.48704
H 7.08542 1.21535 -1.60513
H 6.56285 -0.49402 -3.16286
H 5.38289 0.51093 -4.04039
O -2.71719 2.36393 7.08701
C -1.77861 1.96975 6.04665
C -1.97174 2.82137 4.82590
O -1.78049 4.21823 5.13576
H -3.45072 1.80613 6.81794
H -0.75771 2.01346 6.42606
H -1.87296 0.88424 6.01708
H -2.95004 2.63733 4.38187
H -1.21979 2.48034 4.11431
H -2.31096 4.26735 5.93437
O -3.84685 -0.32783 5.15214
C -5.03418 -0.59602 4.43329
C -5.35778 -2.09377 4.38237
O -5.95808 -2.43471 5.63828
H -3.20763 -0.97484 4.84494
H -5.83316 0.05934 4.78001
H -4.97096 -0.22666 3.40972
H -4.51209 -2.78072 4.41416
H -5.76791 -2.43899 3.43331
H -6.05472 -3.36515 5.85399
O 3.87972 4.32632 3.79365
C 3.13470 3.32566 3.20646
C 1.52846 3.85030 3.02606
O 1.13407 3.78655 4.42130
H 4.00311 4.12042 4.72315
H 3.57329 2.97743 2.27133
H 3.29112 2.39073 3.74453
H 0.89866 3.16127 2.46331
H 1.41017 4.85693 2.62507
H 0.25326 4.08736 4.65643

***

Record 3
Computed, not measured: C6H4O in the gas phase, with ωB97M-V/def2-TZVPD.

Values from the calculation:
HOMO-LUMO gap (eV): 10.21
Total charge: 0
LUMO energy (eV): 0.16

Positions of all 11 atoms, in Å:
C -2.00777 1.75658 1.66620
C -1.47734 0.65792 1.63476
C -1.53357 0.17337 0.21192
O -2.57370 0.00821 -0.37850
C -0.22946 -0.02388 -0.34995
C 0.86024 -0.45703 -0.61999
C 2.15999 -1.04695 -0.87151
H -2.66567 2.57249 1.48861
H 2.49501 -0.85776 -1.89326
H 2.07755 -2.12871 -0.72400
H 2.89472 -0.65423 -0.16427

***

Record 4
Computed, not measured: C9H15N3O in the gas phase, with ωB97M-V/def2-TZVPD.

Values from the calculation:
HOMO-LUMO gap (eV): 8.70
Total charge: 0
LUMO energy (eV): 0.84

Positions of all 28 atoms, in Å:
C 3.91834 0.28409 -0.41444
C 2.59556 -0.21646 1.16171
C -1.34469 -1.36576 0.99205
C -1.42055 0.11138 0.92608
C 0.12612 -1.86900 0.72438
C -0.59198 0.70677 -0.29926
C 0.80477 -0.97220 -0.33687
C 0.18976 1.97548 -0.06981
C -1.19795 0.45227 -1.66710
N 3.78145 0.36124 0.96757
N 2.86257 -0.17908 -1.01758
N 2.03218 -0.54255 -0.00692
O 0.76449 -1.62218 -1.49952
H 4.79066 0.64503 -0.84233
H 2.07437 -0.22023 2.07036
H -1.78121 -1.44094 1.89370
H -1.99014 -1.93114 0.21187
H -2.57172 0.37933 0.85826
H -1.06226 0.41229 1.86561
H 0.68353 -2.01828 1.67477
H 0.22502 -2.87251 0.32662
H 0.46757 2.27780 -1.03419
H 0.96015 1.76218 0.78454
H -0.40644 2.78227 0.38115
H -2.29210 0.77988 -1.83269
H -1.12939 -0.64899 -1.77624
H -0.57098 0.86994 -2.43161
H 1.38948 -1.17259 -2.10255